No. 1
ORCA calculation (ωB97M-V/def2-TZVPD) on C12H19ClINO2PTl as an isolated structure.

ORCA input file:
```
! wB97M-V def2-TZVPD RIJCOSX def2/J DEFGRID3
* xyz 2 1
C -1.714 2.619 -6.094
C -0.697 2.657 -5.029
H -1.392 3.449 -6.751
H -2.700 2.766 -5.625
H -1.744 1.627 -6.646
O -0.079 3.552 -4.499
I -3.332 0.361 -3.339
Tl -0.541 0.930 -3.696
P -1.114 1.548 1.112
C -0.657 2.899 2.251
C -2.275 2.614 0.101
H -2.747 -0.098 1.864
H -2.883 1.448 2.770
H -1.559 0.308 3.106
C -2.203 0.722 2.328
H -2.884 2.016 -0.591
H -2.883 3.204 0.815
H -1.594 3.376 2.606
H -0.039 3.651 1.739
H -1.647 3.298 -0.499
H -0.102 2.491 3.109
C 1.384 1.000 1.045
O 2.522 1.052 1.137
Cl -1.202 -0.261 -0.160
C 2.965 -5.058 2.220
C 2.471 -3.818 1.549
C 1.184 -3.330 1.842
C 0.775 -2.137 1.252
N 1.554 -1.429 0.429
C 2.733 -1.889 0.125
C 3.249 -3.092 0.634
H 3.048 -4.910 3.299
H 2.275 -5.888 2.066
H 3.944 -5.337 1.835
H 0.512 -3.857 2.507
H -0.236 -1.751 1.439
H 3.367 -1.292 -0.593
H 4.242 -3.438 0.343
*
```

Summary:
- gap between HOMO and LUMO (spin up / spin down) (eV) = 5.2 / 4.7
- DFT total energy (eV) = -52923.308
- E_LUMO (spin up / spin down) (eV) = -9.236 / -9.777
- ΔE to the lowest compared entry with this formula, charge and spin (kcal per mole) = 22.1
- E_HOMO (spin up / spin down) (eV) = -14.47 / -14.47

Results of the Mulliken charge analysis, in e, for atoms 1 through 8: -0.912 0.645 0.330 0.344 0.387 -0.320 -0.116 0.602

***

No. 2
ORCA calculation (ωB97M-V/def2-TZVPD) on a 2-piece molecular cluster, C12H19N2O overall.

ORCA input file:
```
! wB97M-V def2-TZVPD RIJCOSX def2/J DEFGRID3
* xyz 1 1
C 3.995 0.202 -2.554
C 2.657 0.332 -2.954
C 4.312 -0.024 -1.220
C 1.645 -0.021 -2.088
C 3.258 -0.274 -0.334
C 0.146 -2.015 -0.672
C -4.628 1.191 0.959
C -3.462 1.386 1.960
C -2.019 1.318 1.404
C -1.542 0.012 0.858
C 0.000 0.208 0.644
C 0.859 -0.866 0.019
N 1.993 -0.329 -0.837
N 1.909 -2.021 1.290
O 0.440 -2.387 -1.780
H 4.713 0.361 -3.362
H 2.386 0.497 -4.109
H 5.330 -0.146 -0.966
H 0.606 -0.125 -2.438
H 3.370 -0.459 0.768
H -0.704 -2.515 -0.119
H -4.705 1.689 0.015
H -4.597 0.200 0.486
H -5.518 1.352 1.454
H -3.670 0.697 2.672
H -3.553 2.378 2.424
H -2.012 2.162 0.650
H -1.289 1.665 2.194
H -2.018 -0.264 -0.042
H -1.692 -0.763 1.594
H 0.081 1.024 0.003
H 0.259 0.646 1.565
H 2.272 -2.756 0.683
H 1.175 -2.356 1.831
*
```

Summary:
- gap between HOMO and LUMO (eV) = 9.6
- DFT total energy (eV) = -17769.968
- E_LUMO (eV) = -4.202
- ΔE to the lowest compared entry with this formula, charge and spin (kcal per mole) = 77.8
- E_HOMO (eV) = -13.81

Results of the Mulliken charge analysis, in e, for atoms 1 through 8: -0.078 -0.690 -0.860 0.331 0.170 -0.086 -1.309 -0.665

***

No. 3
ORCA calculation (ωB97M-V/def2-TZVPD) on C12H19N6S5SbTl as an isolated structure.

ORCA input file:
```
! wB97M-V def2-TZVPD RIJCOSX def2/J DEFGRID3
* xyz -2 2
Tl -0.853 1.041 -1.952
N 3.173 0.134 -4.069
C 2.035 0.455 -3.322
S 0.458 0.173 -4.035
N 2.372 1.118 -2.225
N 1.437 1.438 -1.331
C 1.747 2.219 -0.250
C 0.763 2.465 0.713
C 0.830 3.303 1.817
C -0.388 3.505 2.478
C -1.635 3.048 2.068
C -1.552 2.089 1.018
N -0.429 1.863 0.389
H 3.120 -0.266 -5.063
H 3.954 0.579 -3.782
H 2.815 2.474 -0.105
H 1.735 3.683 2.174
H -0.334 4.261 3.324
H -2.555 3.108 2.601
H -2.481 1.709 0.567
S -4.404 0.431 -4.699
Sb -4.323 1.141 -2.541
S -2.748 -0.634 -1.574
S -2.481 2.844 -2.218
C -1.470 -1.158 2.861
C -2.107 -1.786 1.671
N -1.121 -2.324 0.713
C -0.261 -3.363 0.932
S -0.522 -4.427 2.211
N 0.736 -3.565 0.005
C 1.429 -2.458 -0.604
C 2.300 -1.628 0.271
H -2.273 -0.646 3.556
H -0.777 -0.340 2.702
H -1.044 -1.915 3.528
H -2.634 -1.065 1.083
H -2.772 -2.558 1.954
H -1.146 -1.796 -0.202
H 1.361 -4.230 0.418
H 0.647 -1.823 -1.162
H 1.919 -2.946 -1.432
H 2.832 -0.902 -0.293
H 3.015 -2.237 0.880
H 1.629 -1.013 0.925
*
```

Summary:
- gap between HOMO and LUMO (spin up / spin down) (eV) = 4.7 / 5.9
- DFT total energy (eV) = -87102.390
- E_LUMO (spin up / spin down) (eV) = 4.424 / 4.424
- ΔE to the lowest compared entry with this formula, charge and spin (kcal per mole) = 27.0
- E_HOMO (spin up / spin down) (eV) = -0.29 / -1.49

Results of the Mulliken charge analysis, in e, for atoms 1 through 8: 0.661 -0.526 0.577 -0.494 -1.283 0.923 -0.996 0.802

***

No. 4
ORCA calculation (ωB97M-V/def2-TZVPD) on a 2-piece molecular cluster, C12H19NO2 overall.

ORCA input file:
```
! wB97M-V def2-TZVPD RIJCOSX def2/J DEFGRID3
* xyz 0 1
C -3.911 0.094 1.376
C -2.390 0.004 1.828
N -1.667 1.302 1.900
C -1.100 1.490 3.211
C -1.836 2.283 0.986
C -2.479 2.163 -0.393
O -1.231 3.344 1.120
H -3.881 -0.380 0.405
H -4.288 1.114 1.453
H -4.559 -0.384 2.111
H -2.411 -0.492 2.784
H -1.929 -0.574 1.026
H -1.122 2.524 3.481
H -1.610 0.996 4.035
H -0.035 1.253 3.313
H -1.714 1.915 -1.121
H -3.309 1.466 -0.508
H -2.893 3.144 -0.553
C 4.349 -2.615 -2.904
C 3.214 -1.950 -2.180
C 3.207 -1.885 -0.794
C 2.349 -1.062 -0.069
C 1.468 -0.290 -0.817
O 0.559 0.545 -0.226
C 1.350 -0.410 -2.193
C 2.270 -1.196 -2.870
H 4.097 -3.593 -3.318
H 5.219 -2.704 -2.259
H 4.761 -2.034 -3.732
H 3.967 -2.395 -0.210
H 2.384 -1.051 1.009
H 0.299 0.387 0.681
H 0.560 0.194 -2.618
H 2.313 -1.201 -3.954
*
```

Summary:
- gap between HOMO and LUMO (eV) = 9.1
- DFT total energy (eV) = -18336.384
- E_LUMO (eV) = 0.701
- ΔE to the lowest compared entry with this formula, charge and spin (kcal per mole) = 21.7
- SMILES = CCN(C)C(C)=O.Cc1ccc(O)cc1
- E_HOMO (eV) = -8.40

Results of the Mulliken charge analysis, in e, for atoms 1 through 8: -1.347 -0.226 0.002 -1.135 0.814 -0.980 -0.656 0.363

***

No. 5
ORCA calculation (ωB97M-V/def2-TZVPD) on the molecule C12H19NSi.

ORCA input file:
```
! wB97M-V def2-TZVPD RIJCOSX def2/J DEFGRID3
* xyz 0 1
C 0.163 -2.386 2.677
C 0.727 -1.043 1.975
Si -0.335 -0.355 0.576
C -1.175 -1.591 -0.588
C -2.321 -2.519 -0.098
C 1.206 0.869 -0.681
C 1.934 1.910 -0.269
C 2.884 2.467 -1.134
C 3.277 1.842 -2.318
C 2.426 0.792 -2.742
C 1.512 0.223 -1.900
N -1.602 0.753 0.867
C -1.911 2.130 1.039
C -2.501 1.320 -0.102
H 0.494 -3.294 2.077
H 0.236 -2.317 3.746
H -0.824 -2.461 2.421
H 1.800 -1.193 1.570
H 0.805 -0.220 2.733
H -1.378 -0.895 -1.371
H -0.322 -2.180 -0.800
H -2.140 -3.106 0.863
H -3.117 -1.789 0.241
H -2.734 -3.071 -0.905
H 1.878 2.375 0.674
H 3.313 3.466 -0.853
H 3.701 2.526 -3.119
H 2.414 0.487 -3.845
H 0.899 -0.618 -2.123
H -1.228 2.954 0.783
H -2.508 2.332 1.824
H -3.499 0.963 -0.180
H -2.077 1.628 -1.040
*
```

Summary:
- gap between HOMO and LUMO (eV) = 9.3
- DFT total energy (eV) = -22116.870
- E_LUMO (eV) = 0.886
- ΔE to the lowest compared entry with this formula, charge and spin (kcal per mole) = 100.0
- SMILES = CC[Si](CC)(c1ccccc1)N1CC1
- E_HOMO (eV) = -8.38

Results of the Mulliken charge analysis, in e, for atoms 1 through 8: -1.021 -0.503 -0.059 -0.580 -1.102 0.355 -0.445 -0.137

***

No. 6
ORCA calculation (ωB97M-V/def2-TZVPD) on C12H19O5STeTi as an isolated structure.

ORCA input file:
```
! wB97M-V def2-TZVPD RIJCOSX def2/J DEFGRID3
* xyz 1 1
Ti -0.215 0.006 0.345
C -1.919 2.181 0.569
C -2.774 0.961 0.921
O -2.224 -0.156 0.163
C -2.550 -1.494 0.643
C -1.500 -2.433 0.043
O -0.114 -1.981 0.231
C 0.565 -2.408 1.464
C 0.362 -1.461 2.649
O 0.670 -0.122 2.160
C 0.135 0.994 2.932
C 0.142 2.205 1.996
O -0.471 1.952 0.683
H -2.224 3.052 1.148
H -2.092 2.407 -0.485
H -3.819 1.107 0.627
H -2.757 0.773 1.984
H -3.558 -1.755 0.305
H -2.544 -1.548 1.721
H -1.654 -2.447 -1.037
H -1.632 -3.451 0.408
H 1.629 -2.404 1.222
H 0.289 -3.428 1.728
H 1.041 -1.701 3.473
H -0.647 -1.529 3.028
H 0.775 1.160 3.804
H -0.862 0.792 3.293
H 1.184 2.448 1.784
H -0.309 3.073 2.477
O -1.147 -0.235 1.700
Te 1.320 0.401 -1.885
C 2.508 0.697 -3.581
C 2.710 -0.218 -4.591
C 3.558 0.271 -5.597
C 4.002 1.553 -5.356
S 3.362 2.122 -3.900
H 2.265 -1.202 -4.606
H 3.837 -0.299 -6.471
H 4.659 2.120 -5.993
*
```

Summary:
- gap between HOMO and LUMO (eV) = 6.0
- DFT total energy (eV) = -64218.923
- E_LUMO (eV) = -3.899
- ΔE to the lowest compared entry with this formula, charge and spin (kcal per mole) = 219.8
- E_HOMO (eV) = -9.88

Results of the Mulliken charge analysis, in e, for atoms 1 through 8: 0.211 -0.515 -0.309 -0.301 -0.322 -0.502 -0.226 -0.518